Computed, not measured: a cluster of 16 separate species, C4H41N2O15 in total in a non-equilibrium geometry, with wB97M-V/def2-TZVPD.

Properties
Multiplicity = 2
Expectation value of S² = 0.76
Total charge = +2
ΔE to the lowest compared entry with this formula, charge and spin = 117.8 kcal per mole

Positions of all 62 atoms, in Å:
C (-2.93073, 2.74717, -1.64303)
C (-1.78702, 2.27488, -2.77827)
C (-1.50712, 0.87481, -2.57564)
C (-0.31691, 0.25117, -2.29588)
N (-0.34367, -1.23496, -2.13415)
N (-2.50339, 2.26256, -0.34877)
H (-3.86950, 2.31721, -1.89188)
H (-2.81707, 3.72885, -1.86000)
H (-0.81212, 3.08402, -2.74564)
H (-2.15039, 2.26189, -3.86743)
H (-2.34174, 0.08882, -2.55789)
H (0.56406, 0.73869, -2.00951)
H (-0.87192, -1.52345, -1.35632)
H (-0.86023, -1.58391, -3.12995)
H (0.66205, -1.50138, -2.16717)
H (-3.24113, 2.28190, 0.33892)
H (-1.67978, 2.70289, -0.07641)
H (2.16908, 1.54256, 4.15112)
H (1.01165, 1.11350, 3.32723)
O (1.54887, 0.85579, 4.12705)
H (1.88467, -0.92608, 4.21526)
H (1.45803, -2.41330, 4.69749)
O (1.75999, -1.79436, 4.01129)
H (0.88502, 3.83587, 0.97064)
H (0.27374, 3.98721, -0.43116)
O (0.16894, 3.47599, 0.37732)
H (4.79609, -0.99261, 2.52822)
H (4.52891, -2.33519, 2.54429)
O (4.72569, -1.67791, 1.84255)
H (-2.45121, -0.39900, 3.89063)
H (-2.17365, 0.19059, 2.60260)
O (-2.84998, 0.27150, 3.28593)
H (-2.54042, -3.56346, -2.34194)
H (-1.16450, -4.24551, -2.33735)
O (-1.67897, -3.45331, -2.70707)
H (-3.28104, 0.53856, 0.21357)
H (-3.66843, -0.57463, 1.32877)
O (-3.94200, -0.17241, 0.53811)
H (1.69073, -2.81887, 2.11855)
H (1.78008, -3.85143, 0.98242)
O (1.33453, -3.04067, 1.22884)
H (-0.25841, 0.23616, 1.06176)
H (-1.67575, 0.37879, 0.30737)
O (-1.14799, -0.01254, 0.92604)
H (2.97971, -1.84900, -3.19236)
H (2.37353, -3.06777, -3.11675)
O (2.05276, -2.14425, -3.07306)
H (0.66248, -0.39229, -5.61663)
H (0.20066, -1.67130, -5.07728)
O (0.36285, -0.76887, -4.76232)
H (0.13696, -3.68978, -0.01908)
H (0.34622, -4.85749, -1.08351)
O (0.26392, -3.97399, -1.00635)
H (-1.07021, 3.28700, 2.98528)
H (-0.01698, 4.04386, 3.74761)
O (-0.07322, 3.34622, 3.18938)
H (2.88379, 0.11256, 0.39736)
H (2.26907, -0.30061, 1.78664)
O (2.15602, 0.39933, 1.09539)
H (3.10970, 2.44049, 0.51359)
H (2.26870, 2.18014, 1.59145)
O (2.71700, 2.97936, 1.28013)